1.
11
Properties=species:S:1:pos:R:3:forces:R:3:mulliken_charge:R:1 method="wB97M-V/def2-TZVPD" homo_energy_ev=-9.4 orbital_gap_ev=10.46 e_tot_ev=-6288.567 smiles=C1O[C@H]2C[C@@H]12 e_lumo_ev=1.10
C 1.2390 -0.1731 0.0030 0.5 0.0 0.0 -0.339
O 0.7260 0.5333 -1.1497 0.0 0.1 -0.3 -0.410
C -0.5063 0.8209 -0.4435 -0.1 0.4 0.2 -0.036
C -1.2735 -0.4355 -0.2829 1.3 -0.5 0.4 -0.610
C -0.0604 0.0136 0.6907 0.6 0.2 0.2 -0.398
H 1.5379 -1.2071 -0.2070 0.0 0.2 0.0 0.243
H 2.0424 0.3716 0.5013 0.2 0.1 -0.3 0.253
H -0.8592 1.8402 -0.5056 -0.1 0.0 -0.1 0.383
H -1.5056 -0.8292 0.6938 -2.6 0.2 0.0 0.309
H -1.0612 -1.1908 -1.0307 0.2 -0.1 0.2 0.200
H -0.2791 0.2562 1.7304 0.1 -0.5 -0.2 0.405

***

2.
46
Properties=species:S:1:pos:R:3:forces:R:3:mulliken_charge:R:1 method="wB97M-V/def2-TZVPD" homo_energy_ev=-9.9 orbital_gap_ev=10.39 e_tot_ev=-28674.498 smiles=CC#N.OCCO.OCCO.OCCO.OCCO e_lumo_ev=0.53
C -0.4180 0.7744 1.7220 -0.5 -1.0 -0.9 -0.418
C 0.7366 0.6345 0.8378 -2.9 0.3 2.8 0.327
N 1.6519 0.4742 0.2132 3.2 -0.4 -2.5 -0.427
H -0.7385 1.7959 1.6744 -0.4 0.5 0.1 0.365
H -0.1816 0.5027 2.7548 0.0 -0.1 -0.3 0.309
H -1.2096 0.1095 1.2815 0.5 0.6 0.8 -0.082
O 1.0060 -2.2295 -2.1141 0.3 -1.0 1.8 -0.424
C -0.2348 -2.8294 -2.3301 -1.7 0.7 1.2 -0.061
C -0.4048 -4.2067 -1.6372 1.1 0.4 -1.1 -0.618
O 0.0366 -3.9710 -0.3332 -0.6 -0.4 1.1 -0.550
H 1.3058 -1.8123 -2.9046 0.5 0.4 -1.3 0.226
H -1.0260 -2.1067 -1.8614 0.9 -1.3 -0.9 0.143
H -0.3911 -2.9213 -3.3654 -0.6 -0.1 -1.5 0.407
H 0.2076 -5.0491 -2.0388 -0.2 0.8 -0.4 0.304
H -1.4305 -4.5480 -1.7365 -0.3 0.2 0.6 0.295
H 0.8778 -3.5505 -0.5120 0.6 0.4 0.5 0.369
O 0.1380 4.5444 4.1193 -0.9 -0.2 0.9 -0.504
C 1.2449 4.9666 3.3602 1.7 0.4 3.8 -0.361
C 0.8044 5.1112 2.0213 0.2 -1.0 -3.4 -0.493
O 0.4503 3.8262 1.4627 -0.7 0.4 0.1 -0.456
H 0.2424 4.5382 5.0878 0.5 0.2 -0.8 0.289
H 1.6875 5.9166 3.7346 -0.5 -0.2 -0.2 0.318
H 2.0682 4.2496 3.5083 0.0 -0.1 -0.5 0.348
H 1.6005 5.4504 1.3526 0.1 0.7 0.3 0.295
H -0.0367 5.7795 1.9664 -0.5 0.1 -0.2 0.300
H 1.1380 3.2276 1.7575 0.2 -0.2 -0.1 0.213
O 1.8032 -1.1994 -4.7086 0.6 0.5 0.1 -0.593
C 2.7001 -0.0761 -4.4856 -0.6 -0.3 0.2 -0.583
C 2.5212 0.5902 -3.1327 0.9 0.5 0.5 -0.297
O 1.1926 0.9618 -3.0117 -1.9 0.6 -0.7 -0.529
H 0.9136 -0.8500 -4.8825 0.5 0.1 0.1 0.328
H 3.7495 -0.2983 -4.7118 -0.3 -0.8 0.5 0.347
H 2.5142 0.7124 -5.1993 -0.6 0.2 -0.5 0.369
H 3.1724 1.4771 -3.2840 -0.1 -0.1 0.7 0.286
H 2.7707 0.0846 -2.1910 0.6 -0.4 -0.6 0.354
H 0.8382 1.0787 -2.1187 0.9 -0.3 -0.1 0.262
O -4.0791 -0.6769 1.8236 0.5 -0.2 1.2 -0.513
C -3.6786 -1.7654 2.6649 0.1 0.6 0.4 -0.464
C -2.5689 -2.6398 2.0813 0.7 -1.4 -0.4 -0.174
O -2.7838 -2.7799 0.6667 0.4 0.3 -0.2 -0.551
H -4.2797 -1.0144 0.9643 -0.1 -0.6 -0.9 0.317
H -3.3540 -1.2538 3.5874 0.1 -0.5 -0.3 0.282
H -4.5005 -2.4069 2.9563 -0.6 0.0 -0.2 0.298
H -2.5214 -3.7069 2.5155 -0.4 1.6 -0.3 0.313
H -1.5821 -2.2259 2.2930 0.0 0.2 -0.2 0.191
H -1.9525 -2.6879 0.1517 -0.5 -0.3 0.9 0.241

***

3.
7
Properties=species:S:1:pos:R:3:forces:R:3:mulliken_charge:R:1 method="wB97M-V/def2-TZVPD" homo_energy_ev=-11.1 orbital_gap_ev=6.35 charge=+1 e_tot_ev=-23715.048 e_lumo_ev=-4.79
O 2.1752 0.6124 -0.0180 4.9 -1.1 0.7 -0.424
C 0.3336 -0.2042 -0.0826 4.4 -4.4 -0.3 -0.256
O -0.7267 -0.4661 0.3901 -5.6 1.5 0.6 -0.545
K -3.1907 -1.9751 -0.0190 0.5 -0.1 0.1 0.973
Li -1.2348 1.6183 -0.1903 0.9 -0.3 0.3 0.908
O 0.9090 0.9674 -0.1819 -5.2 3.5 -0.5 -0.108
H 1.7343 -0.5526 0.1017 0.1 0.9 -0.9 0.452

***

4.
35
Properties=species:S:1:pos:R:3:forces:R:3:mulliken_charge:R:1 method="wB97M-V/def2-TZVPD" homo_energy_ev=-8.7 orbital_gap_ev=5.08 e_tot_ev=-74474.435 e_lumo_ev=-3.67
Pt -0.0187 -2.2386 1.2462 -0.3 0.0 0.0 0.655
S -0.1427 -1.1807 3.3941 -0.7 -0.2 0.2 -0.036
S -1.9924 -1.5046 3.8646 0.3 0.0 -0.2 0.108
S -3.0573 -2.6350 2.5416 0.1 0.1 0.0 0.118
S -2.1131 -3.2370 0.9561 0.1 0.3 0.4 -0.062
N -3.6514 6.1389 -2.7559 0.0 0.0 0.0 -0.495
C -3.2290 5.1759 -2.2933 0.0 0.0 0.0 -0.016
C -2.7025 3.9743 -1.7112 0.0 -0.1 0.0 0.570
C -3.5426 2.8858 -1.4841 0.0 0.0 0.0 -0.569
C -3.0351 1.7315 -0.9219 0.0 0.0 0.0 -0.564
C -1.6843 1.6456 -0.5746 0.0 0.1 0.0 0.273
C -0.8499 2.7423 -0.8097 0.0 0.0 0.0 -0.482
C -1.3524 3.8977 -1.3737 0.0 0.0 0.0 -0.602
C -1.1595 0.4521 0.0126 0.0 -0.3 0.1 2.077
C -0.7234 -0.5761 0.4806 0.0 0.1 -0.1 -1.975
H -4.5874 2.9525 -1.7536 0.0 0.0 0.0 0.441
H -3.6801 0.8816 -0.7477 0.0 0.0 0.0 0.456
H 0.1969 2.6738 -0.5490 0.0 0.0 0.0 0.454
H -0.7066 4.7447 -1.5581 0.0 0.0 0.0 0.438
O 2.9119 -4.4379 2.6440 -0.1 0.0 -0.1 -0.627
C 2.0888 -3.8134 2.0176 0.3 0.0 0.0 0.550
O 0.7994 -3.9810 2.0026 -0.1 -0.2 0.2 -0.703
C 2.4680 -2.6219 1.1481 -0.1 -0.1 0.2 0.235
C 3.3499 -1.6465 1.6085 0.1 0.4 0.0 -0.652
C 3.5449 -0.4908 0.8752 0.1 -0.2 0.2 -0.587
C 2.8852 -0.2951 -0.3385 -0.1 -0.1 -0.2 -0.454
C 2.0622 -1.2916 -0.8074 0.4 0.3 -0.1 -0.621
C 1.8432 -2.4708 -0.0977 -0.3 -0.6 -0.6 -0.076
N 1.3933 -1.1227 -2.1104 0.1 0.1 0.0 1.191
O 1.5314 -0.0563 -2.6734 -0.1 -0.1 0.0 -0.625
O 0.7611 -2.0652 -2.5338 -0.1 0.0 0.0 -0.623
H 3.8466 -1.8053 2.5559 0.0 0.0 0.0 0.499
H 4.2076 0.2787 1.2472 0.0 0.0 0.0 0.420
H 3.0214 0.6025 -0.9229 0.0 0.0 0.0 0.555
H 1.3166 -3.3075 -0.5779 0.3 0.4 0.1 0.729

***

5.
20
Properties=species:S:1:pos:R:3:forces:R:3:mulliken_charge:R:1 method="wB97M-V/def2-TZVPD" homo_energy_ev=-8.0 orbital_gap_ev=6.03 e_tot_ev=-11412.657 e_lumo_ev=-1.93
C 0.4243 0.8344 -1.4145 -1.1 5.6 -1.6 0.045
N -0.5983 1.1195 -0.4685 2.0 -0.8 0.4 0.083
C -0.0598 1.5695 0.8114 -0.2 0.5 0.2 -0.846
C -1.4884 0.0362 -0.4482 -1.1 -0.5 -0.7 -0.821
C -0.9077 -1.0989 0.3814 -0.4 -0.8 0.8 -0.631
N 0.3231 -1.4935 -0.2103 0.5 2.0 -2.7 -0.337
O 1.4790 1.4668 -1.4250 0.7 -1.0 0.1 -0.470
H -0.1139 0.7773 -2.3970 0.3 -1.1 -0.1 0.368
H -0.7829 2.2566 1.2381 0.0 0.0 0.4 0.286
H 0.2352 0.7498 1.4756 -0.3 0.1 0.0 0.302
H 0.8875 2.0497 0.6357 0.1 0.5 -0.2 0.339
H -1.5367 -0.3068 -1.4828 -0.2 -0.2 -0.1 0.360
H -2.5007 0.3081 -0.2266 -0.5 0.2 0.8 0.430
H -1.6127 -1.9243 0.4403 -0.1 -0.1 -0.1 0.454
H -0.6795 -0.7568 1.3935 -0.2 -0.2 -0.1 0.300
H 0.4154 -2.4135 -0.6134 -0.2 0.0 -0.2 0.243
H 1.1987 -1.1317 0.3303 1.3 -0.1 2.2 0.238
H 0.5804 -0.3607 -1.1583 -0.2 -4.2 1.7 0.422
H 2.8062 -1.0209 1.6413 0.1 0.0 0.0 0.148
O 1.9309 -0.6610 1.4970 -0.6 0.0 -0.8 -0.911

***

6.
11
Properties=species:S:1:pos:R:3:forces:R:3:mulliken_charge:R:1 method="wB97M-V/def2-TZVPD" homo_energy_ev=-9.0 orbital_gap_ev=9.28 e_tot_ev=-9132.969 smiles=Nc1cncnn1 e_lumo_ev=0.32
N -1.0599 -0.0678 1.7378 0.0 2.7 -0.2 -0.539
C -0.1021 0.1595 0.6468 -6.3 -4.5 -0.6 0.180
C -0.5331 -0.4609 -0.5845 -2.6 -0.6 3.2 0.269
N 0.1957 -0.3525 -1.5870 0.1 -1.4 -3.8 -0.579
C 1.4405 0.1264 -1.4151 0.4 -0.4 -2.9 0.063
N 1.7788 0.8071 -0.4168 -0.1 1.8 1.4 -0.329
N 0.7879 0.9601 0.4938 5.2 4.3 3.7 -0.206
H -1.9766 0.4942 1.7476 2.3 -1.6 0.0 0.264
H -1.0441 -1.0139 2.0829 -0.4 0.2 -0.1 0.251
H -1.6486 -0.7894 -0.4395 2.0 0.1 -1.4 0.273
H 2.1614 0.1372 -2.2660 -0.7 -0.6 0.7 0.352